{"formula": "C49H45AsBrCoNO3P2S2", "method": "the ωB97M-V functional and the def2-TZVPD basis", "s2": 2.08, "e_tot_ha": -9846.36387, "e_above_lowest_ev": 3.783, "total_charge": -1, "homo_ev": [-3.80, -4.34], "spin_multiplicity": 3, "mol_weight_g_mol": 1035.74, "e_lumo_ev": [2.211, 1.443], "species": ["H", "C", "C", "C", "C", "C", "H", "C", "C", "H", "H", "C", "C", "H", "H", "H", "C", "H", "H", "P", "C", "H", "H", "C", "C", "C", "C", "C", "H", "C", "C", "Br", "H", "H", "H", "H", "H", "H", "C", "C", "C", "H", "C", "C", "O", "H", "C", "C", "C", "H", "C", "C", "C", "H", "S", "H", "C", "H", "C", "C", "H", "O", "H", "H", "H", "H", "C", "C", "N", "H", "H", "C", "C", "C", "C", "H", "H", "H", "H", "C", "O", "H", "C", "As", "C", "H", "C", "Co", "H", "C", "S", "C", "H", "H", "C", "H", "C", "H", "P", "C", "H", "H", "C", "C", "H"], "coordinates": [[2.81, -2.76, 2.31], [3.48, -3.31, -1.44], [0.17, 0.43, 4.61], [-5.38, 0.85, -1.28], [-2.51, 0.76, -1.10], [2.01, 2.51, 3.68], [-1.39, 0.22, 3.20], [4.05, 0.19, 1.93], [1.65, 0.38, 4.82], [0.45, -3.61, -3.16], [3.48, 1.41, 4.76], [-0.77, 3.71, 0.56], [-0.30, 0.35, 3.14], [-2.65, 0.01, -3.09], [0.88, -4.89, -2.02], [-0.95, -6.33, -3.05], [1.75, 0.95, -2.79], [0.32, -3.64, 4.38], [-0.04, 2.11, -5.92], [-1.80, -2.66, -1.87], [2.44, 1.41, 4.45], [3.17, -0.05, -4.04], [-1.73, 4.38, 2.37], [-3.98, -4.80, -3.05], [2.62, -2.30, -1.04], [0.90, 2.59, 2.80], [-4.75, 1.26, -0.08], [4.14, 2.70, 0.75], [2.06, -0.46, 5.36], [0.15, -2.58, 4.21], [2.28, 0.57, -4.01], [-1.38, 3.29, -3.62], [-0.98, -2.51, 6.05], [2.68, 3.36, 3.62], [-4.26, -3.08, -4.33], [0.91, 3.51, 2.22], [-6.56, 1.64, 1.02], [0.41, 5.77, -1.86], [-1.26, 4.68, 1.44], [-0.49, -1.88, 5.32], [-0.46, -5.52, -3.59], [2.10, -1.71, -1.78], [-0.06, 1.67, 2.45], [0.14, -0.86, 2.28], [-2.49, -2.89, -3.38], [-6.46, 0.86, -1.34], [2.98, -2.90, 1.25], [0.43, -2.14, 2.98], [-0.53, 6.42, -0.05], [-5.42, 2.35, 3.08], [-3.34, 1.25, -0.03], [-4.84, 2.06, 2.21], [-3.43, 2.13, 2.25], [-1.18, -5.08, -4.28], [-0.39, -1.24, -2.43], [0.19, 3.36, -1.31], [3.84, -3.92, 0.85], [-1.06, -0.17, 6.37], [5.20, 2.27, 1.52], [5.16, 1.01, 2.11], [0.79, -2.90, 2.29], [2.02, 0.60, -6.41], [4.30, -4.55, 1.59], [-2.93, 2.48, 3.14], [-0.15, 1.43, 4.94], [2.76, -0.01, -6.34], [-0.53, -0.56, 5.50], [-0.05, 5.47, -0.93], [0.64, 1.68, -2.66], [3.65, -3.47, -2.50], [2.20, 2.23, -0.02], [1.61, 0.96, -5.16], [0.06, -4.48, -2.62], [2.37, -2.08, 0.31], [4.09, -4.13, -0.50], [4.76, -4.92, -0.81], [0.37, -5.95, -4.17], [-3.50, -5.39, -3.83], [-0.44, 7.48, -0.28], [-3.84, -3.31, -3.34], [-0.96, -4.07, -1.73], [-5.08, 0.14, -3.26], [-4.61, 0.45, -2.34], [1.35, -0.45, 0.72], [-3.20, 0.40, -2.24], [-4.40, -2.73, -2.60], [-0.17, 4.12, -0.62], [-0.61, 0.37, -0.71], [6.07, 2.90, 1.67], [0.49, 1.76, -5.05], [-1.23, -1.31, 1.12], [0.08, 2.09, -3.77], [-1.52, 6.77, 1.83], [2.23, 0.63, -1.87], [-1.14, 6.02, 1.14], [5.99, 0.67, 2.72], [3.04, 1.87, 0.57], [-3.52, -5.05, -2.10], [-0.95, 1.91, 0.87], [-5.48, 1.66, 1.06], [4.04, -0.78, 2.40], [4.16, 3.68, 0.28], [2.98, 0.61, 1.15], [-2.72, 1.74, 1.15], [-5.04, -5.07, -3.01]]}

---

{"formula": "C49H45BrCdN3O2P2S2Se", "method": "the ωB97M-V functional and the def2-TZVPD basis", "e_tot_ha": -8831.24610, "e_above_lowest_ev": 0.000, "total_charge": -1, "homo_ev": -3.96, "mol_weight_g_mol": 1105.28, "e_lumo_ev": 2.132, "species": ["C", "O", "C", "N", "H", "S", "C", "C", "C", "C", "H", "C", "N", "Br", "H", "C", "H", "C", "C", "H", "H", "H", "H", "H", "H", "H", "H", "H", "H", "C", "H", "C", "C", "C", "H", "Se", "C", "H", "H", "H", "C", "H", "H", "C", "C", "C", "C", "H", "Cd", "H", "C", "C", "P", "H", "C", "H", "C", "C", "C", "O", "H", "C", "C", "C", "C", "C", "C", "H", "H", "C", "C", "C", "N", "C", "H", "H", "P", "C", "C", "C", "H", "H", "H", "H", "C", "H", "S", "C", "H", "H", "H", "H", "C", "C", "C", "C", "C", "C", "H", "C", "H", "H", "H", "H", "C", "H"], "coordinates": [[-4.82, 3.16, 1.50], [2.57, -1.66, -1.92], [2.71, -0.02, -3.73], [5.56, -1.61, -0.60], [3.64, 0.67, 5.15], [-1.72, 2.70, -1.65], [0.12, -4.10, 0.72], [2.81, 1.28, -5.80], [2.26, 1.02, -4.53], [-6.23, 2.95, 1.33], [-6.21, 0.43, -0.95], [6.00, -4.24, -3.85], [-1.03, -3.45, 0.09], [0.78, 2.00, -4.05], [0.16, 3.95, 1.91], [-1.16, 7.02, 1.84], [-3.13, -1.00, 4.43], [-2.32, 6.73, 1.09], [-2.92, 2.36, 3.98], [4.01, -4.35, -0.16], [-3.58, 5.32, 0.14], [5.40, 0.05, 0.62], [-1.26, -2.55, 0.62], [-4.48, -0.27, 6.36], [6.78, -0.05, -0.38], [-2.30, -5.03, -0.57], [-2.46, 3.09, 3.33], [4.62, -1.51, -6.20], [-0.02, -4.22, 1.84], [-4.23, 1.84, 6.00], [-2.14, -4.70, 1.23], [5.81, -2.31, -1.78], [5.72, -0.23, -0.37], [2.60, 1.02, 3.36], [3.89, -1.86, -3.82], [4.23, -2.00, 1.92], [0.37, -0.06, 4.72], [0.56, 6.24, 2.72], [-2.63, 0.46, -3.42], [-4.89, 2.20, 6.86], [5.29, -3.62, -1.62], [-2.75, -4.34, -2.42], [-0.88, 8.05, 2.02], [-1.76, 4.40, 0.98], [-3.26, 0.08, 4.66], [0.18, 0.63, 3.51], [-3.68, -2.70, -3.50], [6.97, -2.63, -4.89], [-0.47, 0.29, -1.00], [6.02, -4.95, -4.68], [-0.62, 4.68, 1.73], [3.61, -0.94, -4.38], [-1.40, 0.49, 2.65], [-7.84, 1.85, 0.31], [-3.92, 2.42, 0.71], [5.04, -5.57, -2.38], [1.35, 1.08, 2.76], [-1.69, -1.09, -2.25], [-3.76, 2.73, 5.06], [1.72, 0.44, -1.61], [-2.97, 7.50, 0.66], [6.42, -1.95, -2.96], [-1.70, -2.48, -2.10], [-5.83, 1.15, -0.20], [-1.27, 1.34, 1.10], [-6.75, 1.99, 0.44], [-0.31, 6.01, 2.18], [-0.42, -4.08, -1.85], [2.40, 2.13, -6.41], [4.12, -0.72, -5.67], [4.81, -2.40, 0.23], [1.61, 0.00, 5.33], [4.72, -3.63, -0.31], [6.48, -2.92, -3.99], [1.78, -0.47, 6.32], [0.28, -5.11, 0.28], [-2.18, 2.71, 0.47], [-2.71, -3.29, -2.69], [-2.63, -0.59, -3.19], [2.27, -0.50, -2.27], [-6.99, 3.52, 1.94], [-4.38, 3.98, 2.11], [-4.30, -0.88, -4.54], [3.49, 1.45, 2.85], [-0.66, -3.13, -1.35], [1.21, 1.45, 1.71], [-1.54, -1.52, 2.51], [-3.99, 0.50, 5.77], [-3.06, -3.63, 0.36], [-0.51, -0.62, 5.15], [0.35, -2.64, -1.32], [-4.46, -3.38, -3.93], [-2.68, 5.42, 0.68], [3.76, 0.43, -6.39], [-3.62, -1.35, -3.80], [-4.46, 1.37, -0.13], [-2.25, -4.28, 0.25], [2.71, 0.54, 4.64], [-3.69, 0.78, -0.58], [5.41, -4.60, -2.59], [-3.95, 3.81, 5.19], [0.98, -3.46, 0.58], [4.04, 0.64, -7.41], [6.69, -0.93, -3.25], [-2.67, 1.02, 3.79], [5.23, 0.30, -1.20]]}

---

{"formula": "C49H46FN12Y", "method": "the ωB97M-V functional and the def2-TZVPD basis", "e_tot_ha": -2690.36247, "homo_ev": [-5.72, -5.70], "mol_weight_g_mol": 910.90, "e_lumo_ev": [-0.701, -0.743], "species": ["H", "H", "C", "H", "C", "C", "C", "N", "H", "C", "H", "H", "H", "C", "H", "C", "C", "N", "C", "H", "C", "C", "H", "H", "Y", "H", "C", "C", "C", "H", "N", "C", "N", "H", "H", "H", "H", "H", "C", "N", "C", "C", "H", "C", "H", "H", "N", "H", "H", "H", "C", "C", "H", "H", "H", "H", "C", "H", "H", "C", "H", "H", "H", "H", "C", "C", "C", "C", "C", "H", "N", "C", "C", "C", "N", "H", "C", "C", "C", "H", "H", "H", "H", "N", "N", "H", "C", "F", "C", "C", "C", "C", "C", "H", "C", "H", "H", "N", "H", "C", "H", "C", "C", "C", "C", "C", "N", "C", "C"], "coordinates": [[3.49, 0.22, -5.53], [0.70, 1.15, 7.67], [-3.02, -5.98, 1.36], [0.07, 4.20, -1.52], [-1.75, -1.93, -2.44], [-2.01, 2.98, 1.00], [-3.31, -2.39, -4.46], [1.31, -0.38, 1.19], [0.28, 1.02, 3.00], [-1.24, -1.14, -5.93], [-1.31, 4.43, 2.43], [-3.82, 1.77, -3.40], [-1.86, -2.19, 6.93], [-1.13, -1.31, -4.55], [-2.08, -6.77, 3.12], [2.52, -1.56, 4.52], [0.37, 3.85, 1.26], [-1.01, -1.90, 0.40], [4.04, 0.45, -2.17], [-4.04, 1.31, 1.13], [3.09, 0.18, -1.10], [-0.61, -0.53, 7.40], [-2.79, -0.08, -2.03], [5.84, -0.83, 4.56], [-0.08, 0.03, -0.59], [-0.52, -4.84, 3.38], [-1.95, 2.84, -3.33], [-2.38, -1.58, -6.55], [0.36, 0.66, 5.59], [5.29, -0.01, 2.26], [3.43, 0.21, 0.19], [-2.16, -1.93, -3.82], [0.32, 2.31, -2.36], [1.57, 2.21, 1.14], [-4.62, 1.05, -1.20], [1.50, 4.06, -2.55], [2.51, 2.49, -0.87], [-2.50, -1.45, -7.62], [5.35, 0.78, -4.57], [-1.95, 1.52, 0.84], [0.89, 3.53, -1.80], [3.22, -0.51, 2.47], [1.11, 1.75, -2.68], [2.63, -0.18, 1.17], [-0.78, 2.79, 2.77], [1.08, 4.25, 2.00], [0.29, -2.25, 2.43], [-2.34, 3.41, -4.17], [-0.44, -0.66, -6.48], [-1.03, -0.17, 2.71], [-0.08, 0.01, 3.20], [2.01, -0.16, -3.03], [-3.63, 2.49, -1.02], [-1.75, 1.15, 1.76], [-4.30, -2.55, -6.35], [1.01, 1.45, 5.22], [-1.24, -1.39, 6.53], [4.08, -1.84, 5.95], [5.88, 0.91, -5.50], [-1.24, -4.88, 2.57], [-3.75, -4.99, -0.42], [-4.10, -2.88, -3.90], [-1.88, 3.46, 0.02], [0.16, 4.64, 0.55], [-2.76, 1.55, -3.21], [3.83, -1.46, 4.97], [-0.94, 3.51, 1.96], [4.53, -0.42, 2.91], [-0.27, -0.18, 4.68], [-3.70, -6.82, 1.27], [-2.61, 0.91, -1.90], [-0.12, -0.93, -3.59], [-0.46, 2.60, -3.58], [-3.61, 1.40, -0.96], [0.96, 2.73, 0.52], [-0.35, 1.75, -4.26], [2.22, -1.06, 3.26], [-2.11, -5.95, 2.41], [1.77, 3.23, -0.60], [-1.55, -1.89, 4.47], [-0.04, 3.48, -4.08], [1.76, -2.03, 5.13], [-2.08, 3.45, -2.42], [1.89, -0.16, -1.64], [1.07, -0.44, -3.90], [2.32, 4.14, -0.32], [5.38, 0.83, -2.15], [-0.78, -0.69, 8.73], [-1.31, -3.85, 1.65], [-0.56, -2.58, 1.54], [3.36, 0.24, -3.38], [-3.25, 0.97, 0.45], [-2.20, -3.90, 0.58], [-3.20, -0.12, 0.49], [0.20, 0.50, 6.95], [5.89, 0.98, -1.21], [7.06, 1.28, -3.38], [-2.37, -2.63, -1.46], [-3.00, 3.26, 1.38], [0.92, -0.97, 2.50], [-2.43, 0.86, -3.98], [-3.41, -2.21, -5.83], [4.82, -0.89, 4.18], [-1.08, -1.21, 5.17], [6.02, 0.99, -3.36], [-3.07, -4.96, 0.42], [-0.57, -1.27, -2.33], [-1.90, -2.72, -0.25], [4.02, 0.39, -4.60]]}

---

{"formula": "C49H47AlAsFN3O3S", "method": "the ωB97M-V functional and the def2-TZVPD basis", "e_tot_ha": -5261.58485, "e_above_lowest_ev": 1.814, "total_charge": 1, "homo_ev": -10.26, "mol_weight_g_mol": 878.90, "e_lumo_ev": -2.795, "species": ["C", "C", "H", "C", "O", "C", "C", "H", "C", "H", "H", "H", "H", "C", "N", "C", "H", "H", "H", "H", "C", "H", "H", "N", "C", "C", "C", "H", "C", "C", "C", "C", "S", "H", "C", "H", "H", "H", "C", "C", "N", "H", "H", "H", "C", "C", "H", "As", "C", "H", "C", "H", "H", "C", "C", "H", "H", "O", "C", "H", "H", "C", "C", "H", "H", "Al", "H", "C", "H", "C", "C", "H", "H", "H", "C", "C", "C", "C", "H", "H", "H", "C", "H", "H", "H", "H", "C", "H", "C", "C", "C", "C", "H", "H", "C", "C", "H", "O", "C", "F", "C", "C", "C", "C", "C", "H"], "coordinates": [[-0.72, 2.70, 3.31], [5.62, -1.68, -1.12], [-1.03, 3.40, 4.08], [-2.00, 1.93, 2.94], [2.88, -3.38, 0.12], [2.05, 0.12, 4.13], [6.59, -0.68, -1.11], [-3.41, 0.37, -5.36], [-1.06, -1.80, 1.72], [-4.71, 1.78, -1.85], [2.83, -3.31, 3.99], [-1.30, 4.08, -5.03], [0.33, -0.60, -6.62], [-3.66, 0.64, -0.35], [0.37, 0.03, 2.26], [-4.78, 0.98, -1.11], [-3.15, 0.00, -2.96], [-2.24, -3.47, 1.10], [7.05, 1.39, -0.81], [0.44, 3.38, 5.45], [-2.89, 1.11, -4.76], [3.58, -1.19, 4.67], [-5.07, -1.75, 1.59], [1.92, -1.03, -0.14], [-1.86, -2.89, 1.93], [-2.63, 3.41, -0.17], [-6.09, -0.67, 0.03], [-1.05, 3.73, -2.64], [-0.16, 3.54, 2.17], [-2.32, 5.80, -0.27], [0.70, -1.39, -5.97], [-1.72, 3.18, -4.58], [2.84, -2.28, -0.78], [2.35, 2.38, 6.67], [2.51, 0.76, 5.29], [1.76, -1.53, -6.19], [-1.70, 6.66, -0.53], [-0.54, -0.65, 4.80], [-3.79, -0.33, 0.63], [1.96, 1.92, 5.77], [0.19, -0.29, -1.85], [-3.95, 7.00, 0.44], [1.48, -2.55, 4.83], [4.06, -0.10, 2.40], [0.91, 2.47, 5.08], [4.33, -1.31, -0.81], [-2.31, 1.29, 3.77], [-1.98, 1.61, -0.64], [0.52, -1.02, -4.53], [3.06, -1.43, 1.75], [4.97, 1.00, -0.51], [1.49, -2.67, 3.06], [0.17, 2.91, 1.34], [1.06, 0.16, -4.02], [0.41, 1.89, 3.92], [4.53, -1.79, 2.65], [-4.47, 2.77, 0.72], [1.90, 1.18, 0.04], [0.99, 0.71, 3.40], [-0.65, -2.74, -3.98], [-1.87, 1.32, 2.06], [-1.71, -2.35, 4.26], [-1.58, 2.98, -3.21], [3.33, 0.32, 5.83], [4.70, 2.02, -0.25], [0.35, 0.17, 0.33], [0.17, -2.31, -6.21], [6.27, 0.64, -0.81], [-5.30, 5.04, 1.13], [-2.39, 2.26, -5.35], [-2.11, 1.85, -2.60], [-0.87, -2.05, -1.64], [-2.53, 2.43, -6.41], [7.62, -0.94, -1.35], [-0.33, -1.42, -2.33], [-2.74, 0.90, -3.39], [4.00, 0.01, -0.51], [-0.90, -1.27, 3.99], [-1.98, -2.57, 5.28], [-7.03, -1.19, 0.17], [-6.84, 0.60, -1.53], [-2.19, -3.18, 3.25], [-2.81, 2.64, 2.75], [-2.81, -4.03, 3.47], [0.70, 4.11, 2.51], [-2.95, -0.56, 1.28], [0.87, 0.48, -2.70], [-0.91, 4.24, 1.80], [-3.57, 6.00, 0.29], [-0.20, -1.81, -3.65], [3.67, -1.11, 2.58], [-4.33, 4.90, 0.66], [1.63, 0.82, -4.66], [5.86, -2.71, -1.34], [-0.49, -0.98, 2.68], [-4.99, -0.99, 0.82], [-0.84, 4.38, -0.87], [2.40, -2.50, -2.12], [2.58, 0.11, -0.19], [-0.77, -1.37, 0.40], [2.86, -1.16, 3.86], [2.10, -2.50, 3.94], [-1.84, 4.52, -0.48], [-3.86, 3.61, 0.43], [-5.98, 0.33, -0.93], [1.28, 1.40, -2.30]]}